1.
A 6-piece molecular cluster, C28H71O6P overall, computed with wB97M-V/def2-TZVPD.

XYZ file:
```
106
Properties=species:S:1:pos:R:3:forces:R:3
C 0.00935 -4.47007 5.29343 0.1 -1.5 -0.7
C 0.90977 -3.47073 4.35635 0.0 1.0 1.3
C 0.14892 -2.88927 3.02596 -0.5 -0.7 0.6
C -0.85917 -3.94623 2.28147 -0.6 0.5 -0.6
P 1.49699 -2.29298 1.75297 0.2 1.0 0.3
C 2.79623 -1.60321 0.47697 0.3 0.2 -1.9
C 1.95220 -0.63296 -0.57484 0.0 0.8 0.7
C 2.79115 0.68184 -1.07383 0.8 -0.4 -0.2
C 1.96829 1.72573 -2.02631 0.1 -0.3 -0.7
C 0.36414 1.84839 -1.72720 -0.5 1.3 -0.6
C -0.04697 2.84523 -0.49307 -0.6 -0.2 0.5
C 0.86088 2.69481 0.86211 -0.5 0.0 0.7
C 0.30108 3.78908 1.98366 0.3 -0.4 -0.8
O 1.43026 4.59926 2.53554 -0.9 -2.6 0.9
C 2.25276 3.74622 3.45608 0.7 0.5 -0.1
H 0.23963 -5.57776 4.91238 -0.6 2.3 0.9
H -1.15683 -4.33948 5.17457 2.4 0.0 0.2
H 0.28887 -4.46485 6.43289 -0.5 0.3 -2.3
H 1.18970 -2.53400 5.04145 -0.6 -1.9 -1.6
H 1.95776 -3.99134 4.12596 -2.3 0.9 0.2
H -0.46730 -1.91647 3.32750 1.3 -2.1 -0.6
H -0.81622 -5.04628 2.69101 -0.2 2.3 -0.6
H -1.95201 -3.47198 2.36008 2.2 -1.5 0.0
H -0.66120 -4.03586 1.10767 -0.3 0.3 2.6
H 1.68637 -1.06252 2.51055 -0.1 -0.5 -0.2
H 0.53931 -2.26370 0.67718 0.1 -0.2 0.4
H 2.34137 -3.42921 2.05510 -0.3 0.2 -0.1
H 3.22264 -2.49451 -0.15032 -0.5 1.5 1.1
H 3.68430 -1.04135 0.99227 -1.6 -0.9 -1.0
H 1.01455 -0.22659 0.02868 1.7 -0.8 -1.3
H 1.53584 -1.24373 -1.49990 0.9 1.2 1.9
H 3.25669 1.25806 -0.14577 -1.1 -1.4 -1.8
H 3.71413 0.26664 -1.70679 -1.9 1.0 1.4
H 2.10484 1.35712 -3.15275 -0.5 0.7 2.4
H 2.50014 2.79375 -1.98949 -1.3 -2.2 0.1
H -0.11828 2.32760 -2.70905 1.0 -1.1 2.1
H -0.19815 0.83496 -1.56474 1.5 1.7 -0.4
H -1.15979 2.54510 -0.18159 2.3 0.6 -0.6
H -0.12656 3.99327 -0.80812 0.5 -2.8 0.5
H 2.01744 2.88162 0.68528 -2.5 -0.3 0.3
H 0.72033 1.61914 1.35511 0.5 2.2 -1.3
H -0.26992 3.21707 2.85895 1.1 1.4 -1.8
H -0.43877 4.51787 1.40103 1.6 -1.4 1.6
H 2.61963 4.44380 4.33260 -0.9 -1.4 -1.7
H 1.63692 2.83316 3.87573 1.2 1.8 -0.8
H 3.23256 3.37444 2.89277 -2.2 0.6 1.1
C -1.91193 -0.79500 -5.93580 0.0 -0.4 0.0
C -1.64188 -0.06051 -4.63232 -0.1 0.4 -0.6
C -2.56822 1.13357 -4.46665 -0.1 0.1 0.3
O -0.28835 0.38569 -4.61338 0.3 0.0 0.0
H -1.74320 -0.13921 -6.79736 -0.1 0.1 0.1
H -1.22976 -1.64451 -6.04731 -0.1 0.1 0.1
H -2.94130 -1.16481 -5.97452 0.1 0.0 -0.1
H -1.77230 -0.74733 -3.78894 0.2 0.1 0.0
H -2.42275 1.85773 -5.27618 0.0 -0.2 0.0
H -2.35421 1.65979 -3.53018 0.0 -0.1 -0.1
H -3.61728 0.82161 -4.46136 0.1 0.1 0.0
H -0.16326 0.99613 -5.35882 -0.1 -0.3 0.3
C 1.69706 -6.76175 -1.92517 -0.1 -0.4 -0.1
C 0.74970 -5.57910 -1.80158 0.7 0.1 0.1
C 1.35700 -4.31796 -2.39497 -0.2 0.2 -0.2
O 0.44920 -5.35648 -0.42621 -0.1 0.0 0.1
H 2.63146 -6.57353 -1.38454 0.0 0.1 -0.1
H 1.25181 -7.65935 -1.48297 0.0 0.1 -0.1
H 1.93538 -6.96874 -2.97313 0.0 0.0 0.1
H -0.19318 -5.80803 -2.31009 0.0 0.1 0.3
H 2.27939 -4.04312 -1.87098 0.0 -0.1 -0.1
H 0.66919 -3.47231 -2.28790 0.0 -0.1 -0.1
H 1.58516 -4.45166 -3.45701 0.0 0.1 0.1
H 1.28057 -5.15245 0.03329 -0.3 -0.1 -0.2
C -6.67354 -0.71751 -4.81621 -0.1 0.3 -0.2
C -6.65843 -2.18467 -5.21454 0.2 0.1 0.6
C -7.12560 -3.07381 -4.07324 -0.2 -0.3 0.0
O -5.33581 -2.55770 -5.59276 0.2 0.0 -0.1
H -5.99882 -0.53352 -3.97258 -0.1 -0.1 0.0
H -6.32327 -0.09061 -5.64312 -0.1 -0.1 0.1
H -7.68090 -0.39534 -4.53461 0.1 0.0 0.0
H -7.30363 -2.33595 -6.08680 0.3 0.0 0.0
H -6.46688 -2.97331 -3.20324 -0.1 0.1 -0.1
H -7.09779 -4.12773 -4.37014 -0.1 0.2 0.0
H -8.14650 -2.82227 -3.76932 0.1 0.0 0.0
H -4.75585 -2.42668 -4.82437 -0.3 -0.1 -0.3
C 1.53226 7.87795 -1.66243 0.2 0.0 -0.3
C 0.09892 7.37234 -1.69912 0.2 0.3 0.6
C -0.81170 8.22371 -0.82888 -0.3 0.1 -0.1
O 0.06237 6.02281 -1.24202 0.0 -0.1 0.0
H 1.93602 7.83783 -0.64450 -0.1 0.1 0.0
H 2.17843 7.24838 -2.28337 -0.1 0.1 0.0
H 1.59638 8.90921 -2.02331 0.0 -0.1 0.1
H -0.26732 7.37862 -2.73152 0.0 -0.2 0.2
H -0.49099 8.19586 0.21863 0.1 0.0 -0.1
H -1.83754 7.84079 -0.85520 0.1 0.1 -0.1
H -0.81785 9.26536 -1.16473 0.0 -0.1 0.1
H 0.38586 6.00748 -0.32600 0.0 0.1 -0.3
C 3.82297 0.73903 6.74820 0.1 0.3 -0.3
C 2.42041 0.29732 7.13444 0.5 -0.3 0.3
C 2.30794 0.05510 8.63112 -0.3 0.1 0.2
O 2.09382 -0.90157 6.43622 -0.1 -0.1 -0.1
H 4.56021 -0.03082 7.00241 -0.1 0.1 0.1
H 3.89234 0.89771 5.66677 -0.1 0.0 0.1
H 4.09835 1.66807 7.25702 0.0 -0.1 -0.1
H 1.69689 1.06135 6.82984 0.0 -0.3 -0.1
H 2.99152 -0.73901 8.95208 0.1 0.1 -0.1
H 1.29661 -0.27410 8.89287 0.1 0.1 -0.1
H 2.53793 0.96361 9.19643 0.0 -0.1 0.0
H 2.73107 -1.58571 6.70047 -0.2 0.3 -0.1
```
Forces are in eV/Å.

The gap between HOMO and LUMO is 8.5 eV. The calculation puts the LUMO energy at 0.64 eV. As for the electronic energy: -51752.4493 eV.

Results of the Mulliken charge analysis, in e, for atoms 1 through 99: atom 1 (C): -0.9992, atom 2 (C): -0.0407, atom 3 (C): -0.0435, atom 4 (C): -0.8928, atom 5 (P): 0.4591, atom 6 (C): -0.7972, atom 7 (C): 0.2448, atom 8 (C): -0.7216, atom 9 (C): -0.6179, atom 10 (C): -0.2006, atom 11 (C): -0.3124, atom 12 (C): 0.5366, atom 13 (C): -0.6704, atom 14 (O): -0.4183, atom 15 (C): -0.5233, atom 16 (H): 0.2533, atom 17 (H): 0.2518, atom 18 (H): 0.2826, atom 19 (H): -0.1202, atom 20 (H): 0.3010, atom 21 (H): 0.4049, atom 22 (H): 0.2522, atom 23 (H): 0.2058, atom 24 (H): 0.1956, atom 25 (H): -0.2083, atom 26 (H): 0.0314, atom 27 (H): -0.0254, atom 28 (H): 0.2790, atom 29 (H): 0.3906, atom 30 (H): -0.0003, atom 31 (H): -0.0850, atom 32 (H): 0.1884, atom 33 (H): 0.3484, atom 34 (H): 0.2581, atom 35 (H): 0.1666, atom 36 (H): 0.1931, atom 37 (H): 0.2236, atom 38 (H): 0.2143, atom 39 (H): -0.0346, atom 40 (H): 0.0529, atom 41 (H): -0.1633, atom 42 (H): 0.3509, atom 43 (H): 0.3449, atom 44 (H): 0.2408, atom 45 (H): 0.2101, atom 46 (H): 0.2104, atom 47 (C): -1.3656, atom 48 (C): 0.5520, atom 49 (C): -1.0126, atom 50 (O): -0.4972, atom 51 (H): 0.3724, atom 52 (H): 0.3306, atom 53 (H): 0.3021, atom 54 (H): 0.2429, atom 55 (H): 0.3360, atom 56 (H): 0.2356, atom 57 (H): 0.1850, atom 58 (H): 0.3417, atom 59 (C): -1.3369, atom 60 (C): 0.2658, atom 61 (C): -0.9543, atom 62 (O): -0.4401, atom 63 (H): 0.3423, atom 64 (H): 0.3346, atom 65 (H): 0.3839, atom 66 (H): 0.3128, atom 67 (H): 0.1622, atom 68 (H): 0.1833, atom 69 (H): 0.4624, atom 70 (H): 0.2771, atom 71 (C): -1.1435, atom 72 (C): 0.3102, atom 73 (C): -1.2408, atom 74 (O): -0.5260, atom 75 (H): 0.2511, atom 76 (H): 0.3045, atom 77 (H): 0.4032, atom 78 (H): 0.2920, atom 79 (H): 0.3134, atom 80 (H): 0.3185, atom 81 (H): 0.3754, atom 82 (H): 0.3344, atom 83 (C): -1.2516, atom 84 (C): 0.2520, atom 85 (C): -1.2506, atom 86 (O): -0.4495, atom 87 (H): 0.3116, atom 88 (H): 0.3023, atom 89 (H): 0.4100, atom 90 (H): 0.3174, atom 91 (H): 0.3091, atom 92 (H): 0.3157, atom 93 (H): 0.4022, atom 94 (H): 0.2033, atom 95 (C): -1.2718, atom 96 (C): 0.3819, atom 97 (C): -1.3679, atom 98 (O): -0.4921, atom 99 (H): 0.3757

2.
A 6-piece molecular cluster, C28H71O6P overall, computed with wB97M-V/def2-TZVPD.

XYZ file:
```
106
Properties=species:S:1:pos:R:3:forces:R:3
C -4.52837 -4.66371 1.66089 0.7 -0.5 0.8
C -3.86707 -3.29751 2.01936 -1.2 0.4 -0.9
C -2.60970 -2.93449 1.18381 0.4 -0.7 0.7
C -1.68068 -4.15155 0.82255 0.1 0.7 -0.3
P -1.60411 -1.60051 2.14852 -0.3 0.8 -0.2
C -0.59190 -0.21866 3.03815 1.2 -0.2 -0.3
C 0.36534 0.41642 1.97300 -1.1 0.6 0.0
C 0.56869 1.94213 2.16099 0.4 -0.1 0.3
C 1.43661 2.63445 1.06301 0.2 -0.5 0.3
C 1.33510 2.03164 -0.36124 -0.1 1.1 -0.7
C 0.10469 2.50080 -1.19998 -0.2 -0.7 0.1
C -1.24944 2.53741 -0.44293 -0.5 -0.2 -1.0
C -2.36549 3.05261 -1.43149 1.0 0.1 0.7
O -3.11566 4.12065 -0.85564 -0.4 -0.8 -0.2
C -3.97381 3.61232 0.16833 0.0 0.8 0.2
H -4.08323 -5.42839 2.33294 -0.3 0.2 -0.4
H -4.30990 -5.01361 0.63864 -0.2 0.4 0.3
H -5.61376 -4.70107 1.84466 0.4 0.2 -0.2
H -4.63623 -2.50936 1.81852 0.7 -0.4 0.2
H -3.69926 -3.25157 3.11658 0.2 -0.1 -0.5
H -2.93247 -2.44185 0.24362 0.1 -0.2 0.5
H -1.94738 -5.09842 1.31575 -0.1 0.3 -0.3
H -1.69370 -4.24047 -0.28072 -0.1 -0.5 0.6
H -0.61497 -3.97348 1.07159 -0.5 0.0 0.0
H -2.52148 -0.57682 1.71283 0.1 -0.2 0.0
H -0.44708 -1.83550 1.33945 -0.1 -0.2 0.0
H -1.85511 -2.26514 3.39953 0.0 -0.1 -0.1
H 0.04738 -0.68578 3.81614 -0.5 0.2 -0.1
H -1.23854 0.54087 3.51417 0.2 -0.3 -0.2
H -0.12411 0.27711 0.98415 0.4 0.0 0.3
H 1.33704 -0.10787 1.93142 -0.4 0.2 0.0
H -0.40879 2.45041 2.25830 0.3 -0.4 -0.1
H 1.08578 2.07594 3.13462 -0.3 0.1 -0.4
H 2.49463 2.56325 1.38549 -0.4 -0.1 -0.2
H 1.21229 3.72002 1.04948 0.0 -0.5 -0.2
H 2.23161 2.38337 -0.90893 -0.4 -0.3 0.2
H 1.37589 0.93253 -0.40251 0.1 0.4 0.4
H -0.01848 1.75384 -2.01692 0.0 0.4 0.3
H 0.26794 3.46352 -1.72103 0.1 -0.5 0.6
H -1.23542 3.18916 0.44637 0.1 -0.2 -0.4
H -1.55381 1.51815 -0.13065 0.4 0.5 0.1
H -3.04013 2.21830 -1.70967 0.3 0.4 -0.1
H -1.85028 3.44788 -2.32623 -0.5 -0.1 0.2
H -4.90534 4.20124 0.12867 0.2 -0.4 0.0
H -4.18426 2.53852 0.02602 0.0 0.4 0.1
H -3.52147 3.79272 1.16336 -0.2 -0.3 -0.4
C 6.09833 -0.59794 -0.95664 0.0 -0.2 0.1
C 4.69212 -0.04095 -1.11524 0.5 0.4 -0.2
C 4.49371 0.57306 -2.49284 -0.3 0.0 -0.1
O 4.44704 0.94344 -0.11196 -0.3 -0.3 0.2
H 6.84447 0.19482 -1.06255 -0.1 0.0 -0.1
H 6.23079 -1.02800 0.03773 -0.1 0.0 0.0
H 6.30655 -1.37022 -1.70060 0.1 0.0 0.0
H 3.96201 -0.83872 -0.96082 -0.1 0.1 0.1
H 5.18634 1.40525 -2.64892 0.1 -0.1 0.0
H 3.48381 0.97544 -2.59122 0.0 -0.1 0.0
H 4.65417 -0.16472 -3.28212 0.0 0.0 0.0
H 5.08239 1.65510 -0.23337 0.1 0.0 0.0
C 2.54230 -4.83397 4.57432 0.0 -0.2 0.0
C 2.38108 -4.23755 3.18467 -0.2 0.4 0.5
C 2.76511 -2.76591 3.16658 0.1 0.1 -0.2
O 1.02867 -4.38609 2.75170 0.2 -0.2 -0.3
H 1.89176 -4.32498 5.29157 0.1 0.1 0.0
H 2.25574 -5.88697 4.57464 0.1 0.0 0.0
H 3.57375 -4.75286 4.92256 0.0 0.0 0.0
H 3.00261 -4.78723 2.47547 -0.2 0.0 -0.1
H 2.12168 -2.18924 3.83794 0.0 -0.1 0.1
H 2.63692 -2.34886 2.16577 0.0 0.0 0.0
H 3.80312 -2.62350 3.47331 0.0 0.0 0.0
H 0.46144 -3.90873 3.36619 0.0 0.0 0.1
C 5.53313 -2.80256 -5.28930 0.2 0.2 -0.1
C 6.10075 -4.02700 -4.58776 -0.6 0.1 0.1
C 5.14099 -5.20409 -4.66663 0.1 -0.2 0.0
O 6.36870 -3.71587 -3.22105 0.4 0.0 0.0
H 4.59832 -2.48489 -4.81747 0.0 -0.1 0.0
H 6.22817 -1.96387 -5.21801 0.0 -0.1 0.0
H 5.33806 -3.00527 -6.34403 0.0 0.0 0.0
H 7.05430 -4.30074 -5.04258 0.1 0.0 0.2
H 4.19366 -4.96476 -4.17477 0.0 0.1 -0.1
H 5.55696 -6.07220 -4.15283 0.0 0.0 -0.1
H 4.93458 -5.47782 -5.70306 0.0 0.0 0.0
H 5.53586 -3.47247 -2.80587 -0.1 0.0 0.0
C 0.41020 7.80080 -1.87446 0.2 0.0 0.1
C 0.67580 6.75110 -2.94225 -0.6 0.2 0.1
C -0.17892 6.98798 -4.17767 0.1 -0.1 -0.2
O 0.40770 5.45174 -2.41469 0.3 0.1 -0.1
H -0.63396 7.76759 -1.55065 0.0 0.0 -0.1
H 1.02419 7.61301 -0.99201 0.0 0.0 -0.1
H 0.62780 8.80478 -2.24397 0.0 0.0 0.0
H 1.73158 6.76890 -3.21866 0.0 -0.2 0.1
H -1.24253 6.92828 -3.92943 0.0 0.1 0.1
H 0.01658 6.22288 -4.93103 0.1 0.0 0.0
H 0.02118 7.96786 -4.61537 0.0 0.0 0.0
H -0.52338 5.42093 -2.16567 0.0 0.1 0.0
C -7.03445 1.31911 2.55531 0.2 0.2 -0.1
C -7.20815 0.23212 1.50574 -0.3 -0.1 0.6
C -8.64607 -0.25971 1.44898 -0.1 -0.1 -0.2
O -6.33755 -0.86081 1.79774 0.2 0.1 -0.4
H -7.28012 0.93862 3.55098 -0.1 0.0 0.0
H -5.99671 1.65609 2.58947 0.0 0.0 -0.1
H -7.67376 2.17860 2.34454 0.0 0.0 0.0
H -6.91449 0.61774 0.52764 0.1 -0.1 0.0
H -8.94516 -0.69252 2.40805 0.0 0.1 0.0
H -8.75306 -1.04384 0.69767 0.0 0.1 0.0
H -9.33308 0.55297 1.20547 0.0 0.0 0.0
H -6.58461 -1.21284 2.65848 0.0 0.0 0.1
```
Forces are in eV/Å.

The gap between HOMO and LUMO is 8.3 eV. The calculation puts the LUMO energy at 0.64 eV. As for the electronic energy: -51757.6448 eV.

Results of the Mulliken charge analysis, in e, for atoms 1 through 99: atom 1 (C): -1.3185, atom 2 (C): -0.0354, atom 3 (C): 0.0409, atom 4 (C): -1.2741, atom 5 (P): 0.5455, atom 6 (C): -1.1262, atom 7 (C): 0.3911, atom 8 (C): -1.0152, atom 9 (C): -1.0425, atom 10 (C): -0.4015, atom 11 (C): -0.5383, atom 12 (C): 0.7049, atom 13 (C): -1.1405, atom 14 (O): -0.4695, atom 15 (C): -0.7216, atom 16 (H): 0.3346, atom 17 (H): 0.3106, atom 18 (H): 0.3436, atom 19 (H): -0.1499, atom 20 (H): 0.3826, atom 21 (H): 0.5133, atom 22 (H): 0.3423, atom 23 (H): 0.2105, atom 24 (H): 0.3615, atom 25 (H): -0.2646, atom 26 (H): 0.0028, atom 27 (H): -0.0326, atom 28 (H): 0.3754, atom 29 (H): 0.5002, atom 30 (H): 0.0067, atom 31 (H): 0.0575, atom 32 (H): 0.2783, atom 33 (H): 0.4589, atom 34 (H): 0.3920, atom 35 (H): 0.2325, atom 36 (H): 0.3317, atom 37 (H): 0.4309, atom 38 (H): 0.2014, atom 39 (H): 0.0802, atom 40 (H): 0.1380, atom 41 (H): -0.1507, atom 42 (H): 0.4479, atom 43 (H): 0.5719, atom 44 (H): 0.2962, atom 45 (H): 0.3025, atom 46 (H): 0.2727, atom 47 (C): -1.3881, atom 48 (C): 0.5989, atom 49 (C): -1.0422, atom 50 (O): -0.4910, atom 51 (H): 0.3766, atom 52 (H): 0.3363, atom 53 (H): 0.3060, atom 54 (H): 0.2346, atom 55 (H): 0.3445, atom 56 (H): 0.2312, atom 57 (H): 0.1887, atom 58 (H): 0.3349, atom 59 (C): -1.3587, atom 60 (C): 0.2983, atom 61 (C): -1.0066, atom 62 (O): -0.4254, atom 63 (H): 0.3453, atom 64 (H): 0.3389, atom 65 (H): 0.3877, atom 66 (H): 0.3071, atom 67 (H): 0.1783, atom 68 (H): 0.1938, atom 69 (H): 0.4732, atom 70 (H): 0.2687, atom 71 (C): -1.1570, atom 72 (C): 0.3152, atom 73 (C): -1.2530, atom 74 (O): -0.5223, atom 75 (H): 0.2553, atom 76 (H): 0.3061, atom 77 (H): 0.4070, atom 78 (H): 0.2938, atom 79 (H): 0.3166, atom 80 (H): 0.3217, atom 81 (H): 0.3786, atom 82 (H): 0.3301, atom 83 (C): -1.2692, atom 84 (C): 0.2609, atom 85 (C): -1.2633, atom 86 (O): -0.4241, atom 87 (H): 0.3120, atom 88 (H): 0.3057, atom 89 (H): 0.4160, atom 90 (H): 0.3263, atom 91 (H): 0.3059, atom 92 (H): 0.3195, atom 93 (H): 0.4066, atom 94 (H): 0.1929, atom 95 (C): -1.2648, atom 96 (C): 0.3869, atom 97 (C): -1.4061, atom 98 (O): -0.4784, atom 99 (H): 0.3848